Entry from OMol25: a cluster of 2 separate species, C44H51N7O7 in total in a non-equilibrium geometry (ωB97M-V/def2-TZVPD).

Each line ends with the Löwdin charge.
Cartesian coordinates (Å):
C: -1.8891 -0.0850 -3.5719  -0.0416
C: -2.3288 1.1543 -2.8012  -0.5310
C: -1.1709 2.1416 -2.7349  -0.0422
C: -3.4905 1.8007 -3.5647  -0.0429
C: -2.7551 0.8486 -1.3512  -0.0885
C: -3.5161 1.8043 -0.6695  -0.0304
C: -4.1296 1.4846 0.5297  -0.0724
C: -4.0970 0.1765 1.0005  -0.0442
C: -3.4054 -0.8196 0.3050  -0.0560
C: -3.8198 -2.3032 0.5141  -0.5284
C: -2.7247 -3.1141 1.1968  -0.0444
C: -4.2171 -2.9234 -0.8296  -0.0341
C: -5.0538 -2.4240 1.4179  -0.0698
C: -2.4425 -0.3401 -0.6496  -0.0759
N: -1.1309 -0.9155 -0.7798  0.0703
C: 0.0688 -0.3361 -0.3458  -0.1239
C: 0.1848 0.8958 0.3430  -0.0373
C: 1.5422 1.4523 0.4317  -0.2137
C: 2.2269 1.7847 -0.7734  -0.0398
C: 3.5853 2.0516 -0.7754  0.0235
C: 4.2675 2.0167 0.4574  -0.1584
N: 5.6268 1.5897 0.4480  -0.3115
O: 6.1920 1.3556 1.5410  0.0393
O: 6.1770 1.3874 -0.6635  0.0371
C: 3.5650 1.9994 1.6775  0.0179
C: 2.2169 1.6993 1.6650  -0.0159
N: 1.0278 -1.3499 -0.3977  0.0708
C: 2.3587 -1.4243 0.1695  -0.0728
C: 2.5390 -1.5665 1.5752  -0.0755
C: 1.5027 -2.2198 2.5343  -0.5158
C: 2.0194 -2.2460 3.9747  -0.0646
C: 1.2657 -3.6661 2.0919  -0.0235
C: 0.1827 -1.4800 2.5795  -0.0484
C: 3.8037 -1.2776 2.0971  -0.0362
C: 4.9232 -1.3281 1.2783  -0.0552
C: 4.7495 -1.6241 -0.0632  -0.0334
C: 3.4901 -1.5327 -0.6716  -0.0723
C: 3.5191 -1.6642 -2.2208  -0.5184
C: 4.8269 -1.0697 -2.7840  -0.0565
C: 2.4023 -0.9472 -2.9622  -0.0432
C: 3.5178 -3.1542 -2.5741  -0.0337
C: 0.4382 -2.4778 -0.9735  -0.0636
C: -0.8471 -2.2020 -1.2323  -0.0621
H: -2.6606 -0.8640 -3.5450  0.0919
H: -1.7222 0.1903 -4.6218  0.0936
H: -0.9492 -0.4902 -3.1887  0.0655
H: -1.5303 3.1568 -2.5276  0.0803
H: -0.4881 1.8842 -1.9119  0.0459
H: -0.5921 2.1666 -3.6694  0.1016
H: -3.8124 2.7434 -3.1132  0.0761
H: -3.1825 2.0143 -4.5947  0.0935
H: -4.3477 1.1188 -3.5977  0.0964
H: -3.6368 2.8087 -1.0861  0.1214
H: -4.7026 2.2374 1.0768  0.1195
H: -4.6681 -0.0733 1.8939  0.1076
H: -2.3948 -2.6119 2.1148  0.0847
H: -3.1184 -4.1051 1.4673  0.0946
H: -1.8606 -3.2736 0.5474  0.0562
H: -5.1154 -2.4219 -1.2131  0.0984
H: -3.4371 -2.8326 -1.5895  0.0531
H: -4.4472 -3.9883 -0.6912  0.0954
H: -5.9027 -1.8570 1.0225  0.0932
H: -5.3605 -3.4762 1.4686  0.0915
H: -4.8388 -2.0963 2.4398  0.0906
H: -0.6705 1.0099 1.0480  0.1105
H: 1.6494 1.8496 -1.7042  0.1022
H: 4.1459 2.2265 -1.6929  0.1267
H: 4.1248 2.1231 2.5985  0.1262
H: 1.6594 1.6095 2.6035  0.1200
H: 2.1747 -1.2311 4.3550  0.0918
H: 1.2747 -2.7261 4.6210  0.0924
H: 2.9496 -2.8147 4.0618  0.0895
H: 0.8278 -3.7172 1.0885  0.0590
H: 2.2196 -4.2100 2.0772  0.0981
H: 0.5840 -4.1641 2.7953  0.0958
H: -0.3614 -1.5275 1.6346  0.0628
H: -0.4681 -1.9189 3.3526  0.1000
H: 0.3221 -0.4304 2.8437  0.0587
H: 3.9528 -1.0673 3.1575  0.1157
H: 5.9212 -1.2277 1.6994  0.1154
H: 5.6341 -1.8823 -0.6456  0.1151
H: 5.6826 -1.7328 -2.6094  0.0815
H: 4.7387 -0.9482 -3.8724  0.0887
H: 5.0497 -0.0869 -2.3484  0.0731
H: 1.4350 -1.4343 -2.8382  0.0601
H: 2.3404 0.1013 -2.6531  0.0694
H: 2.6320 -0.9696 -4.0381  0.0940
H: 2.5940 -3.6454 -2.2510  0.0629
H: 3.6160 -3.2831 -3.6607  0.0964
H: 4.3585 -3.6612 -2.0834  0.0931
H: 0.9878 -3.3958 -1.1228  0.1243
H: -1.5799 -2.8270 -1.7132  0.1179
O: -2.8808 7.3213 1.1025  0.0689
N: -3.1569 6.2453 1.6587  -0.3261
O: -4.0680 6.1406 2.5189  0.0219
C: -2.4232 5.0312 1.3742  -0.0879
C: -2.6975 3.8883 2.1327  0.0754
C: -1.8621 2.7791 2.0380  -0.1498
N: -2.0106 1.6873 2.9674  -0.2958
O: -3.1413 1.3499 3.3863  0.0578
O: -0.9491 1.1545 3.3774  0.0230
C: -0.6477 2.6981 1.2058  0.0157
C: -0.5766 3.7917 0.2390  -0.1912
N: 0.2441 3.9276 -0.8245  0.1834
O: -0.1489 5.1906 -1.3819  -0.0713
N: -1.1705 5.7975 -0.6802  0.1712
C: -1.3983 4.9415 0.3616  -0.1484
H: -3.5542 3.8604 2.8132  0.1445
H: 0.2127 2.7954 1.8887  0.1350

Atomic forces in eV per Å
0.055 -0.183 -0.144
0.614 0.265 0.433
0.557 0.337 0.033
-0.265 -0.134 0.044
0.344 0.137 0.203
-0.646 -0.061 -0.094
0.045 0.355 0.144
-0.553 -0.244 -0.683
0.336 0.199 0.533
0.471 0.153 0.542
0.294 -0.412 0.118
-0.088 0.122 -0.202
-0.166 0.121 0.046
-0.897 0.642 -0.025
0.942 -0.718 -0.880
-0.997 -0.802 0.367
0.299 -0.187 -0.090
0.816 0.246 0.523
-0.372 -0.024 0.333
0.067 -0.242 0.574
-1.412 -0.451 -0.163
2.789 -0.271 -0.103
-0.963 0.557 -1.931
-0.947 0.421 2.119
0.362 -0.163 -0.544
-0.561 0.236 -0.609
-0.900 0.068 -0.414
0.850 -0.269 0.230
-0.334 0.060 0.307
-0.123 0.656 -0.039
0.100 -0.100 0.142
0.296 -0.188 -0.185
-0.567 0.189 0.149
0.150 -0.187 -0.160
-0.153 -0.304 -0.082
0.268 0.168 0.164
0.089 0.056 -0.296
0.267 0.082 0.116
0.274 0.122 -0.077
-0.354 0.109 -0.324
-0.048 -0.241 0.000
-0.212 0.105 -0.076
0.226 -0.289 0.099
0.124 0.023 0.006
-0.049 -0.076 0.217
-0.125 0.004 -0.114
0.043 -0.179 -0.095
-0.168 -0.009 -0.418
-0.184 0.050 0.124
0.037 -0.174 -0.116
0.016 -0.051 0.169
0.029 0.133 -0.036
-0.072 -0.433 0.061
0.288 -0.231 -0.145
0.014 -0.003 -0.476
-0.055 -0.162 -0.203
0.120 0.202 -0.044
-0.073 0.022 0.282
0.181 -0.130 -0.017
-0.215 -0.024 0.082
0.046 0.221 -0.032
0.104 0.001 0.121
0.137 0.173 -0.043
-0.088 -0.025 -0.117
1.247 -1.032 0.237
0.356 -0.178 0.495
-0.198 -0.185 0.240
-0.127 -0.238 -0.082
0.307 -0.145 -0.289
0.028 -0.133 0.010
0.088 0.075 -0.176
-0.066 0.103 0.051
0.033 -0.029 0.288
-0.210 -0.015 0.001
0.145 0.112 -0.162
0.012 -0.052 0.202
0.166 0.098 -0.212
0.033 -0.271 -0.090
-0.170 -0.405 -0.339
-0.222 0.008 -0.105
-0.366 0.355 0.094
-0.124 0.241 -0.036
-0.005 -0.086 0.262
-0.013 -0.233 -0.088
0.008 0.186 -0.049
-0.079 -0.243 -0.116
-0.105 0.028 0.288
0.187 0.011 -0.147
-0.019 0.001 0.211
-0.166 0.059 -0.130
-0.061 0.321 -0.039
0.085 0.158 0.147
-0.041 -2.117 0.599
-1.378 1.167 0.852
1.423 0.208 -1.419
-0.254 -0.673 0.452
-0.231 0.839 -1.052
1.125 -0.926 -1.207
-0.273 -0.529 2.042
2.085 0.947 -0.831
-1.680 0.629 -0.813
-1.081 3.559 2.121
0.964 0.473 -1.902
-2.078 2.166 1.187
-0.194 -1.562 1.456
0.940 -2.512 1.603
-0.785 2.007 -1.930
0.534 0.186 -0.100
0.096 -1.636 -0.827

Computed properties:
HOMO level = -7.6 eV
LUMO energy = -1.93 eV
HOMO-LUMO gap = 0.2103 Eh